(1)
Computed, not measured: a structure of composition C40H56FN5O7SSi2Sr, with ωB97M-V/def2-TZVPD.

Values from the calculation:
Orbital gap   5.45 eV
Total energy   -94323.07735 eV
LUMO level   4.1 eV

ORCA input file:
```
! RIJCOSX wB97M-V def2-TZVPD def2/J DEFGRID3
* xyz -2 1
Sr -1.113 0.050 -0.587
N 4.229 0.553 -0.069
C 2.982 0.501 -0.289
S 2.267 -1.618 0.991
N 1.950 0.029 0.538
N 0.760 0.581 0.740
C 0.535 1.862 0.755
C 1.559 2.931 0.619
C 1.293 4.056 -0.162
C 2.192 5.108 -0.204
C 3.371 5.055 0.529
C 3.636 3.946 1.318
C 2.736 2.893 1.368
C -0.802 2.296 1.172
C -0.955 3.496 1.894
C -2.201 3.864 2.352
C -3.297 3.050 2.084
C -3.063 1.886 1.379
N -1.863 1.515 0.952
H 4.368 1.071 -1.709
H 4.467 0.204 0.848
H 0.375 4.083 -0.732
H 1.976 5.971 -0.824
H 4.073 5.880 0.496
H 4.547 3.901 1.903
H 2.923 2.047 2.017
H -0.089 4.104 2.110
H -2.325 4.786 2.908
H -4.293 3.321 2.404
H -3.870 1.199 1.140
C -1.510 -2.989 4.098
Si -1.946 -1.596 2.852
C -1.061 -0.089 3.596
C -3.831 -1.310 3.110
N -1.490 -1.846 1.246
C -1.685 -2.988 0.556
C -2.522 -4.057 0.972
C -2.697 -5.213 0.236
C -2.063 -5.369 -0.988
C -1.248 -4.338 -1.449
C -1.035 -3.202 -0.696
O -0.253 -2.146 -1.193
C 0.729 -2.417 -2.105
C 0.826 -1.571 -3.204
C 1.814 -1.777 -4.153
C 2.709 -2.826 -4.017
C 2.627 -3.652 -2.901
C 1.650 -3.449 -1.944
H -1.857 -2.749 5.108
H -0.425 -3.127 4.140
H -1.947 -3.950 3.816
H -0.807 -0.272 4.643
H -1.678 0.814 3.555
H -0.135 0.106 3.052
H -4.029 -0.448 3.756
H -4.328 -2.178 3.553
H -4.302 -1.122 2.141
H -3.063 -3.932 1.903
H -3.350 -5.995 0.612
H -2.205 -6.260 -1.587
H -0.778 -4.429 -2.420
H 0.114 -0.757 -3.290
H 1.881 -1.117 -5.010
H 3.471 -2.997 -4.769
H 3.342 -4.455 -2.768
H 1.596 -4.070 -1.061
O 2.525 0.865 -1.504
O 3.617 1.225 -2.341
C -1.542 6.716 -1.393
C -2.243 5.540 -2.079
C -3.268 4.932 -1.118
C -2.946 6.047 -3.346
O -1.224 4.611 -2.390
Si -1.274 3.024 -2.950
O -0.729 2.002 -1.903
O -2.854 2.812 -3.410
C -3.458 1.771 -4.176
C -4.729 1.358 -3.431
C -2.574 0.535 -4.359
C -3.802 2.367 -5.548
O -0.499 3.076 -4.430
C 0.725 3.648 -4.838
C 0.514 5.135 -5.157
C 1.804 3.493 -3.777
C 1.145 2.904 -6.109
H -2.266 7.485 -1.112
H -0.806 7.155 -2.070
H -1.027 6.370 -0.494
H -4.044 5.656 -0.857
H -2.763 4.604 -0.211
H -3.727 4.064 -1.589
H -3.726 6.767 -3.086
H -3.392 5.198 -3.859
H -2.225 6.527 -4.012
H -4.442 0.868 -2.498
H -5.321 0.664 -4.031
H -5.330 2.244 -3.207
H -2.373 0.088 -3.384
H -1.632 0.817 -4.828
H -3.090 -0.196 -4.984
H -4.492 3.207 -5.434
H -4.261 1.613 -6.193
H -2.883 2.727 -6.015
H 0.159 5.634 -4.255
H -0.241 5.247 -5.940
H 1.448 5.596 -5.487
H 1.517 4.040 -2.882
H 2.764 3.870 -4.134
H 1.908 2.446 -3.509
H 0.358 2.979 -6.862
H 1.303 1.850 -5.873
H 2.071 3.321 -6.511
F -2.695 -0.721 -1.520
*
```

(2)
Computed, not measured: a structure of composition C40H57AsN10OS4Ti, with ωB97M-V/def2-TZVPD.

Values from the calculation:
Orbital gap   4.89 eV
Total energy   -186613.70827 eV
Energy above the lowest of the compared OMol25 structures with the same formula, charge and spin   0.000 eV
LUMO level   -12.5 eV

ORCA input file:
```
! RIJCOSX wB97M-V def2-TZVPD def2/J DEFGRID3
* xyz 4 1
Ti -0.237 0.447 -0.143
C 2.565 2.928 -0.559
C 2.439 2.746 -2.051
S 1.832 1.080 -2.364
C 0.963 1.305 -3.918
C -0.297 2.130 -3.774
S -1.370 1.423 -2.494
C -2.513 2.800 -2.255
C -3.223 2.609 -0.936
S -2.099 2.300 0.436
C -1.290 3.922 0.651
C 0.011 4.066 -0.108
S 1.032 2.662 0.375
H 2.886 3.939 -0.297
H 3.304 2.257 -0.116
H 3.423 2.867 -2.508
H 1.778 3.494 -2.489
H 0.746 0.312 -4.313
H 1.635 1.777 -4.638
H -0.866 2.110 -4.706
H -0.089 3.173 -3.538
H -3.237 2.815 -3.072
H -1.967 3.743 -2.285
H -3.901 1.755 -0.953
H -3.829 3.475 -0.666
H -1.119 4.043 1.724
H -2.016 4.685 0.364
H 0.522 4.984 0.197
H -0.132 4.090 -1.187
C -1.057 1.497 5.374
N -0.696 0.787 4.108
C -0.819 1.253 2.886
N -0.370 0.356 1.988
C 0.036 -0.679 2.815
N -0.158 -0.451 4.078
C -0.908 2.977 5.143
C -1.936 3.878 5.385
C -1.767 5.226 5.065
C -0.604 5.669 4.455
C 0.428 4.759 4.216
C 0.283 3.435 4.602
C 1.645 5.116 3.479
N 1.960 6.164 2.814
N 3.202 5.873 2.193
C 3.501 4.678 2.548
O 2.566 4.119 3.363
C 4.565 3.774 2.100
C 5.603 4.197 1.270
C 6.488 3.262 0.760
C 6.316 1.903 1.017
C 5.275 1.483 1.835
C 4.948 0.028 2.055
N 3.705 -0.314 1.294
C 2.475 0.129 1.449
N 1.694 -0.306 0.429
C 2.590 -1.048 -0.313
N 3.789 -1.065 0.175
C 4.442 2.427 2.417
H -0.392 1.088 6.134
H -2.081 1.216 5.615
H -1.211 2.234 2.705
H 0.493 -1.583 2.462
H -2.867 3.545 5.826
H -2.560 5.929 5.280
H -0.483 6.708 4.179
H 1.104 2.747 4.443
H 5.714 5.249 1.038
H 7.313 3.587 0.140
H 6.995 1.182 0.580
H 4.765 -0.218 3.100
H 5.698 -0.651 1.656
H 2.162 0.753 2.267
H 2.333 -1.574 -1.214
H 3.671 2.118 3.111
N -0.091 -1.041 -1.504
C -0.077 -1.960 -2.235
N -0.056 -2.932 -3.052
C -0.476 -2.761 -4.495
C -0.847 -4.126 -5.057
C -1.624 -4.932 -4.027
C -0.738 -5.299 -2.825
C 0.403 -4.307 -2.637
H 0.356 -2.297 -5.025
H -1.337 -2.090 -4.487
H 0.049 -4.660 -5.378
H -1.437 -3.955 -5.959
H -2.027 -5.837 -4.478
H -2.491 -4.351 -3.693
H -0.287 -6.283 -2.965
H -1.336 -5.366 -1.914
H 1.261 -4.523 -3.273
H 0.758 -4.237 -1.609
C -1.283 -3.383 1.212
C -2.181 -2.872 0.107
As -2.576 -0.959 -0.036
C -3.973 -0.647 1.300
C -3.624 -0.255 2.724
C -3.587 -0.975 -1.712
C -4.752 -1.966 -1.700
H -1.290 -4.473 1.209
H -1.599 -3.066 2.207
H -0.246 -3.082 1.055
H -3.186 -3.293 0.198
H -1.812 -3.179 -0.872
H -4.495 -1.609 1.295
H -4.660 0.073 0.848
H -2.889 -0.922 3.179
H -4.526 -0.313 3.332
H -3.272 0.775 2.781
H -2.877 -1.202 -2.510
H -3.950 0.034 -1.904
H -4.419 -3.000 -1.628
H -5.305 -1.872 -2.634
H -5.460 -1.772 -0.895
*
```

Question: The lowest total energy belongs to which entry?
Answer: C40H57AsN10OS4Ti